No. 1
This record from the Open Molecules 2025 dataset describes one molecule with the formula C5H4O. The level of theory is the ωB97M-V functional and the def2-TZVPD basis.

The calculation puts the strongest force on any atom at 3.48 eV Å⁻¹. The structure (SMILES) is C#CC#CCO. Its net charge is 0. The energy relative to the best compared isomer or geometry (same formula, charge and spin) is 72.95 kcal per mole. The calculation puts the LUMO energy at 0.0253 hartree. As for the calculated total energy: -267.996091 Ha. For the HOMO energy, the calculation gives -9.5 eV.

Last column: natural (NBO) charge in e.
CARTESIAN COORDINATES (ANGSTROEM)
C: 0.33 0.08 -0.17  0.036
C: 1.82 0.47 0.02  -0.109
H: -4.69 0.04 -0.05  0.274
O: 2.70 -0.62 -0.14  -0.699
C: -0.86 -0.21 -0.15  -0.101
H: 2.42 -1.37 0.44  0.472
H: 2.12 1.07 -0.84  0.213
C: -2.28 -0.24 -0.01  -0.100
H: 1.97 0.94 0.95  0.194
C: -3.52 -0.16 -0.05  -0.180

No. 2
This record from the Open Molecules 2025 dataset describes C5H4O2 as an isolated structure. The level of theory is the ωB97M-V functional and the def2-TZVPD basis.

The calculation puts the strongest force on any atom at 0.95 eV Å⁻¹. Its net charge is 0. The energy relative to the best compared isomer or geometry (same formula, charge and spin) is 37.18 kcal per mole. The calculation puts the LUMO energy at 0.0085 hartree. As for the calculated total energy: -343.333117 Ha. For the HOMO energy, the calculation gives -9.9 eV.

Last column: natural (NBO) charge in e.
CARTESIAN COORDINATES (ANGSTROEM)
H: -0.81 -2.05 1.46  0.231
C: -0.26 1.19 -1.14  0.428
H: -0.62 0.68 2.00  0.223
H: 1.47 1.00 0.12  0.230
C: 0.48 -1.14 -0.29  0.605
C: 0.51 0.48 -0.06  -0.469
O: -1.47 1.27 -1.17  -0.512
O: 0.95 -1.89 -1.09  -0.497
C: -0.34 -1.23 0.94  -0.307
C: -0.26 0.08 1.17  -0.055
H: 0.34 1.61 -1.96  0.122

No. 3
This record from the Open Molecules 2025 dataset describes one molecule with the formula C5H4O2. The level of theory is the ωB97M-V functional and the def2-TZVPD basis.

The calculation puts the strongest force on any atom at 3.07 eV Å⁻¹. The structure (SMILES) is C#CC(=C)C(=O)O. Its net charge is 0. The energy relative to the best compared isomer or geometry (same formula, charge and spin) is 47.08 kcal per mole. The calculation puts the LUMO energy at -0.0078 hartree. As for the calculated total energy: -343.317340 Ha. For the HOMO energy, the calculation gives -9.9 eV.

Last column: natural (NBO) charge in e.
CARTESIAN COORDINATES (ANGSTROEM)
H: -2.36 0.82 0.13  0.492
H: -1.91 -1.17 -0.18  0.193
O: 0.37 2.15 -0.42  -0.532
C: -0.51 1.30 -0.26  0.755
C: 2.56 -0.39 0.31  -0.178
O: -1.82 1.57 -0.17  -0.660
C: -0.84 -1.19 -0.01  -0.301
H: 3.59 -0.67 0.37  0.239
C: -0.07 -0.09 0.01  -0.203
C: 1.39 -0.16 0.14  -0.030
H: -0.39 -2.17 0.09  0.226

No. 4
This record from the Open Molecules 2025 dataset describes a 2-piece molecular cluster, C5H4O2PS overall. The level of theory is the ωB97M-V functional and the def2-TZVPD basis.

The calculation puts the strongest force on any atom at 4.46 eV Å⁻¹. Its net charge is -1. The energy relative to the best compared isomer or geometry (same formula, charge and spin) is 21.44 kcal per mole. The calculation puts the LUMO energy (spin up / spin down) at 0.0480 / 0.0480 hartree. As for the calculated total energy: -1082.919531 Ha. For the HOMO energy (spin up / spin down), the calculation gives -4.0 / -4.0 eV.

Last column: natural (NBO) charge in e.
CARTESIAN COORDINATES (ANGSTROEM)
C: 2.19 -0.65 -0.65  -0.046
C: -0.96 1.06 0.57  -0.257
S: 2.20 1.90 -0.22  -0.064
C: 2.95 -1.47 -1.10  -0.160
H: -0.68 2.14 0.41  0.213
H: -0.12 -0.89 0.54  0.211
O: -4.27 1.29 -0.88  -1.143
O: -3.64 -0.83 0.43  -1.156
C: 1.40 0.41 -0.23  -0.147
H: -1.86 0.77 0.99  0.226
C: 0.06 0.22 0.37  -0.305
P: -3.27 0.16 -0.60  1.422
H: 3.73 -1.92 -1.50  0.205

No. 5
This record from the Open Molecules 2025 dataset describes C5H4O2Y as an isolated structure. The level of theory is the ωB97M-V functional and the def2-TZVPD basis.

The calculation puts the strongest force on any atom at 7.55 eV Å⁻¹. As for the multiplicity: 2. Its net charge is +2. The energy relative to the best compared isomer or geometry (same formula, charge and spin) is 7.76 kcal per mole. Its expectation value of S² is 0.752. The calculation puts the LUMO energy (spin up / spin down) at -0.3443 / -0.3374 hartree. As for the calculated total energy: -380.804240 Ha. For the HOMO energy (spin up / spin down), the calculation gives -15.1 / -17.3 eV.

Last column: Mulliken spin population.
CARTESIAN COORDINATES (ANGSTROEM)
H: -1.79 -1.52 -0.03  0.004
C: 1.74 0.38 0.42  -0.004
C: 0.05 -1.25 1.04  0.016
Y: -1.86 2.54 -2.26  0.963
C: -1.17 -0.85 0.58  -0.004
H: -1.75 -0.16 1.22  -0.010
O: 2.75 0.92 0.19  -0.002
H: 2.02 -1.07 1.94  0.001
H: -0.45 -0.32 -1.89  0.005
O: 0.06 1.41 -1.01  -0.020
C: -0.89 0.59 -1.43  0.050
C: 1.29 -0.66 1.23  0.001

No. 6
This record from the Open Molecules 2025 dataset describes C5H4O7Sc as an isolated structure. The level of theory is the ωB97M-V functional and the def2-TZVPD basis.

The calculation puts the strongest force on any atom at 5.34 eV Å⁻¹. Its net charge is +1. The energy relative to the best compared isomer or geometry (same formula, charge and spin) is 0.00 kcal per mole. The calculation puts the LUMO energy at -0.2293 hartree. As for the calculated total energy: -1480.169296 Ha. For the HOMO energy, the calculation gives -13.3 eV.

Last column: natural (NBO) charge in e.
CARTESIAN COORDINATES (ANGSTROEM)
C: -1.59 1.02 -0.98  0.669
C: -1.33 -1.19 0.10  -0.107
H: -2.10 -1.95 -0.09  0.239
O: 3.11 1.27 0.03  -0.690
H: -1.61 -0.63 1.00  0.181
O: -0.55 1.82 1.01  -0.849
O: 4.95 0.45 -1.11  -0.343
C: -1.67 1.70 0.40  0.669
O: -2.75 2.13 0.77  -0.489
H: -0.13 -2.58 1.13  0.210
C: 0.02 -1.85 0.31  -0.103
O: -1.56 1.70 -1.98  -0.509
H: 0.25 -2.45 -0.60  0.212
Sc: 1.19 0.91 1.00  2.132
C: 4.08 0.92 -0.53  1.116
O: 1.04 -0.98 0.60  -0.845
O: -1.36 -0.28 -1.06  -0.492

No. 7
This record from the Open Molecules 2025 dataset describes one molecule with the formula C5H4OS2. The level of theory is the ωB97M-V functional and the def2-TZVPD basis.

The calculation puts the strongest force on any atom at 5.79 eV Å⁻¹. The structure (SMILES) is C#C[C@H]1SC(=S)[C@H]1O. Its net charge is 0. The energy relative to the best compared isomer or geometry (same formula, charge and spin) is 71.40 kcal per mole. The calculation puts the LUMO energy at -0.0235 hartree. As for the calculated total energy: -1064.391392 Ha. For the HOMO energy, the calculation gives -9.1 eV.

Last column: natural (NBO) charge in e.
CARTESIAN COORDINATES (ANGSTROEM)
C: 0.29 1.38 -0.56  -0.059
S: 0.29 0.64 1.91  0.282
S: -1.80 -1.96 1.78  0.103
C: 0.89 0.40 0.26  -0.471
H: 0.90 -1.76 0.53  0.221
O: -0.48 -1.49 -0.92  -0.645
H: -0.28 3.04 -2.16  0.269
C: -0.67 -0.91 1.28  -0.209
C: -0.01 2.35 -1.27  -0.222
H: -1.27 -1.04 -1.00  0.477
H: 1.95 0.38 0.02  0.258
C: 0.19 -1.03 0.13  -0.003

No. 8
This record from the Open Molecules 2025 dataset describes one molecule with the formula C5H4S. The level of theory is the ωB97M-V functional and the def2-TZVPD basis.

The calculation puts the strongest force on any atom at 3.23 eV Å⁻¹. Its net charge is 0. The energy relative to the best compared isomer or geometry (same formula, charge and spin) is 101.90 kcal per mole. The calculation puts the LUMO energy at 0.0217 hartree. As for the calculated total energy: -590.889093 Ha. For the HOMO energy, the calculation gives -9.4 eV.

Last column: natural (NBO) charge in e.
CARTESIAN COORDINATES (ANGSTROEM)
S: 1.72 -0.90 0.21  0.254
H: 0.90 0.55 -1.76  0.244
C: -0.87 -0.08 0.75  -0.514
H: -1.93 -0.42 0.67  0.245
C: -0.02 -0.78 -0.27  -0.310
H: -0.60 -1.49 -0.89  0.251
C: 0.72 1.77 -0.09  -0.173
C: -0.29 1.16 0.39  0.073
C: 0.93 0.32 -0.76  -0.313
H: -0.56 -0.15 1.75  0.244

Q: The lowest strongest force on any atom belongs to which entry?
A: number 2